Entry 1:
Formula: C24H36N4PPdSb
Source: OMol25
Level of theory: wB97M-V/def2-TZVPD

Calculated values
Highest occupied orbital energy (alpha / beta) ... -13.836 / -14.485 eV
Expectation value of S² ... 2.009
2S+1 ... 3
Charge ... +2

CARTESIAN COORDINATES (ANGSTROEM)
1 Pd -0.97797 -0.09009 0.02312
2 N 1.42545 1.84024 0.21175
3 P 1.27268 0.23684 0.71949
4 C 1.42387 0.13608 2.49688
5 C 2.66118 0.42624 3.08617
6 C 2.79439 0.41039 4.46183
7 C 1.69925 0.09642 5.26093
8 C 0.47379 -0.20069 4.68505
9 C 0.33502 -0.17685 3.30476
10 C 2.71939 -0.56690 0.04630
11 C 3.01381 -1.85766 0.48979
12 C 4.10279 -2.53710 -0.03020
13 C 4.91559 -1.92771 -0.97864
14 C 4.63766 -0.63936 -1.41219
15 C 3.53666 0.03807 -0.91032
16 C 0.31832 2.67797 0.26248
17 C 0.45947 4.06490 0.20078
18 C -0.67224 4.84003 0.27377
19 C -1.91921 4.22762 0.41658
20 C -1.96579 2.86072 0.46720
21 N -0.86796 2.07589 0.38001
22 H 2.33271 2.28562 0.21912
23 H 3.52715 0.65505 2.47633
24 H 3.74979 0.63424 4.91552
25 H 1.80625 0.08299 6.33693
26 H -0.37348 -0.45148 5.30790
27 H -0.63040 -0.40558 2.86157
28 H 2.40827 -2.33795 1.24983
29 H 4.32974 -3.53509 0.31714
30 H 5.77284 -2.45673 -1.37164
31 H 5.27809 -0.16119 -2.14028
32 H 3.32560 1.03111 -1.28194
33 H 1.44190 4.50561 0.10909
34 H -0.59071 5.91749 0.23292
35 H -2.82793 4.80466 0.49408
36 H -2.90582 2.34140 0.58805
37 C -4.80829 0.17412 -0.41501
38 Sb -3.42413 -0.58206 1.00146
39 C -4.06232 -2.58609 1.09208
40 C -4.20358 0.18079 2.80137
41 H -5.81276 -0.14282 -0.14090
42 H -4.57632 -0.22276 -1.40216
43 H -4.77286 1.26005 -0.44907
44 H -5.10045 -2.60939 1.41775
45 H -3.45061 -3.15223 1.79051
46 H -3.99084 -3.03891 0.10471
47 H -5.28905 0.10844 2.78087
48 H -3.91060 1.22044 2.93493
49 H -3.81898 -0.40448 3.63426
50 C 0.84070 0.51242 -3.63926
51 C 0.23672 -0.85535 -3.36812
52 C 1.28468 -1.90981 -3.05121
53 C -0.63320 -1.31129 -4.53755
54 N -0.65457 -0.64663 -2.16413
55 N -1.20783 -1.80100 -1.54792
56 H 1.51935 0.45859 -4.48949
57 H 1.39238 0.87540 -2.77345
58 H 0.06654 1.24167 -3.88773
59 H 2.00472 -1.94607 -3.86745
60 H 0.84788 -2.90809 -2.99033
61 H 1.83286 -1.69887 -2.13422
62 H -0.02538 -1.35852 -5.44079
63 H -1.45040 -0.61460 -4.73482
64 H -1.04410 -2.30908 -4.37788
65 H -1.43187 -0.05652 -2.45710
66 H -0.45789 -2.45804 -1.36317
67 H -1.92995 -2.26456 -2.09635



Entry 2:
Formula: C24H36N6O12
Source: OMol25
Level of theory: wB97M-V/def2-TZVPD

Calculated values
Highest occupied orbital energy ... -8.889 eV
SMILES string ... C[N+](=O)[O-].C[N+](=O)[O-].C[N+](=O)[O-].C[N+](=O)[O-].C[N+](=O)[O-].C[N+](=O)[O-].c1ccccc1.c1ccccc1.c1ccccc1
2S+1 ... 1

CARTESIAN COORDINATES (ANGSTROEM)
1 C -5.20415 -2.67812 -0.96768
2 N -4.41535 -2.98368 0.28189
3 O -4.93808 -3.45797 1.27419
4 O -3.22026 -2.88137 0.18278
5 H -4.54955 -3.18253 -1.67843
6 H -5.42326 -1.61064 -0.99183
7 H -6.05375 -3.33580 -0.78402
8 C -4.18785 0.37277 4.06971
9 N -3.22651 -0.09275 3.03097
10 O -3.55608 -0.08251 1.85068
11 O -2.09287 -0.41459 3.45195
12 H -3.68740 0.48129 5.03194
13 H -5.00699 -0.33165 4.21430
14 H -4.64848 1.32264 3.79829
15 C 3.59616 1.72308 0.60202
16 N 3.99964 1.58111 2.01986
17 O 3.18926 1.85260 2.86249
18 O 5.20750 1.42176 2.27279
19 H 2.54944 1.93514 0.38407
20 H 3.95738 0.81303 0.12304
21 H 4.20263 2.58893 0.33630
22 C -0.79565 0.10658 0.22748
23 N 0.41735 -0.21668 -0.57010
24 O 0.31569 -0.63059 -1.70308
25 O 1.46600 -0.20550 0.02244
26 H -0.60887 0.32457 1.27900
27 H -1.61245 -0.60306 0.09575
28 H -0.98288 1.07070 -0.24531
29 C 0.06477 1.82759 4.30873
30 N -1.14454 2.79533 4.24914
31 O -0.96978 3.82914 3.59593
32 O -2.10383 2.55121 4.93853
33 H -0.28799 0.80400 4.18253
34 H 0.60619 1.86305 5.25409
35 H 0.76413 2.20746 3.56395
36 C -4.67799 3.80381 -0.89339
37 N -3.37384 3.47637 -0.24838
38 O -3.48247 3.21300 0.93805
39 O -2.30816 3.34868 -0.84261
40 H -5.45019 3.26656 -0.34278
41 H -4.58447 3.43541 -1.91498
42 H -4.88471 4.87378 -0.91649
43 C 0.88574 4.32359 -0.61521
44 C 0.72815 5.05402 0.59346
45 C 1.05542 6.41143 0.67500
46 C 1.61060 7.02427 -0.42665
47 C 1.98253 6.24009 -1.59359
48 C 1.61639 4.90741 -1.66406
49 H 0.58909 3.28808 -0.53717
50 H 0.20921 4.51429 1.37179
51 H 0.76029 7.06923 1.47911
52 H 1.90980 8.06196 -0.43547
53 H 2.24234 6.68114 -2.54458
54 H 1.82748 4.27496 -2.51367
55 C -0.88832 -3.40788 -2.16878
56 C -1.36533 -3.98181 -3.31140
57 C -0.64076 -4.92945 -4.03464
58 C 0.57520 -5.42222 -3.53923
59 C 1.02595 -4.85465 -2.37951
60 C 0.33670 -3.85703 -1.70625
61 H -1.46100 -2.64259 -1.66600
62 H -2.33471 -3.73524 -3.71870
63 H -1.04505 -5.28175 -4.97211
64 H 1.18082 -6.11235 -4.10787
65 H 2.01509 -5.18004 -2.09292
66 H 0.89880 -3.35486 -0.93277
67 C 4.04248 -4.57108 -0.05487
68 C 4.91617 -5.32655 -0.79656
69 C 5.37533 -4.84662 -1.97806
70 C 4.87806 -3.61763 -2.53970
71 C 4.07849 -2.82731 -1.73316
72 C 3.58473 -3.34808 -0.57227
73 H 3.57621 -5.01681 0.81134
74 H 5.27301 -6.28155 -0.44019
75 H 5.95207 -5.50368 -2.61214
76 H 5.12611 -3.36914 -3.56103
77 H 3.65113 -1.88483 -2.04220
78 H 2.97401 -2.67946 0.01625



Entry 3:
Formula: C24H37Br2F3O9S
Source: OMol25
Level of theory: wB97M-V/def2-TZVPD

Calculated values
Highest occupied orbital energy ... -9.492 eV
SMILES string ... CCCOC[C@@](CC[C@](F)(Br)C(F)(F)Br)(OC(=O)c1ccccc1)OC(=O)S(C)(=O)=O.CC(C)O.CC(C)O
2S+1 ... 1

CARTESIAN COORDINATES (ANGSTROEM)
1 C -1.18234 3.09714 0.48855
2 C -1.75743 2.27744 -0.68318
3 C -2.48971 1.05975 -0.13351
4 O -1.58717 -0.04915 -0.12278
5 C -1.58231 -0.78037 1.08741
6 C -0.95959 -2.15224 0.85703
7 C 0.14292 -2.13207 -0.17959
8 C 1.28759 -1.18178 0.19191
9 C 2.63157 -1.87281 0.37724
10 F 2.53705 -3.11762 0.87150
11 Br 3.63673 -0.81248 1.71687
12 C 3.49758 -1.87113 -0.90770
13 F 3.45304 -0.67547 -1.49432
14 F 4.78706 -2.11214 -0.62610
15 Br 2.87916 -3.24792 -2.10782
16 O -0.34147 -2.51807 2.08893
17 C -1.07783 -3.35924 2.90541
18 O -1.94449 -2.91267 3.58058
19 C -0.70791 -4.78370 2.93790
20 C 0.59050 -5.23094 2.69435
21 C 0.88175 -6.59095 2.78136
22 C -0.12082 -7.49795 3.11289
23 C -1.42709 -7.05967 3.33326
24 C -1.71442 -5.70041 3.25131
25 O -1.89673 -3.20018 0.52983
26 C -2.97547 -2.86831 -0.17783
27 O -2.99928 -2.41959 -1.26210
28 S -4.61367 -3.20821 0.63729
29 C -5.40338 -1.63147 0.81639
30 O -4.41731 -3.75480 1.95073
31 O -5.39447 -4.02531 -0.24604
32 H -0.42147 3.79941 0.17277
33 H -1.99564 3.63243 0.97335
34 H -0.78757 2.39255 1.21569
35 H -2.42963 2.89328 -1.27098
36 H -0.90963 1.94743 -1.27392
37 H -3.31852 0.79653 -0.79046
38 H -2.83998 1.27336 0.87490
39 H -0.93316 -0.25576 1.78633
40 H -2.56425 -0.83686 1.55952
41 H -0.27051 -1.90796 -1.15399
42 H 0.49625 -3.15879 -0.23328
43 H 1.36457 -0.42406 -0.57540
44 H 1.08638 -0.63352 1.09835
45 H 1.35799 -4.51550 2.44847
46 H 1.89470 -6.91449 2.60355
47 H 0.10877 -8.54868 3.19975
48 H -2.20760 -7.75798 3.58194
49 H -2.71960 -5.35228 3.42650
50 H -4.95646 -1.07047 1.62638
51 H -5.35159 -1.08994 -0.12244
52 H -6.42333 -1.87708 1.08355
53 C 4.50812 2.38080 -0.12311
54 C 3.10120 2.68245 -0.61716
55 C 2.75645 4.15615 -0.47260
56 O 2.15112 1.89311 0.10215
57 H 4.60089 2.62460 0.93906
58 H 4.73364 1.32108 -0.23208
59 H 5.25397 2.95493 -0.67519
60 H 3.01192 2.38784 -1.66466
61 H 2.79671 4.45879 0.57801
62 H 1.74698 4.35436 -0.82727
63 H 3.44910 4.78115 -1.03896
64 H 2.21404 2.13661 1.03212
65 C 1.47428 4.85696 -3.92904
66 C 0.43154 5.83794 -3.41226
67 C 0.20014 6.97017 -4.40097
68 O 0.83144 6.36739 -2.14668
69 H 2.43500 5.36029 -4.07011
70 H 1.63121 4.05011 -3.21289
71 H 1.17008 4.42128 -4.88161
72 H -0.50699 5.31138 -3.23375
73 H 1.12296 7.53606 -4.55507
74 H -0.54820 7.66439 -4.01831
75 H -0.13734 6.59129 -5.36663
76 H 1.66000 6.84157 -2.27329



Entry 4:
Formula: C24H37IrO2Si
Source: OMol25
Level of theory: wB97M-V/def2-TZVPD

Calculated values
Highest occupied orbital energy (alpha / beta) ... -4.708 / -8.497 eV
Expectation value of S² ... 6.016
2S+1 ... 5

CARTESIAN COORDINATES (ANGSTROEM)
1 O 3.41469 0.40446 -2.90105
2 C 2.23874 0.58876 -1.98578
3 C 2.99312 0.09043 -0.74026
4 H 1.39305 -0.08362 -2.13301
5 H 1.94795 1.65888 -2.13810
6 C 4.19429 0.18899 -1.68290
7 H 2.67044 -0.88417 -0.36886
8 H 3.01517 0.69379 0.17682
9 C 5.11613 -1.00346 -1.83354
10 H 4.64164 -1.96843 -1.58484
11 H 5.95696 -0.84564 -1.13907
12 H 5.54691 -1.07460 -2.84831
13 C 4.78373 1.53818 -1.24283
14 H 4.84404 1.46228 -0.14267
15 H 4.02471 2.30096 -1.55227
16 H 5.79996 1.76464 -1.60923
17 Ir -0.27036 -0.33453 0.53287
18 C -0.85495 -1.56359 2.17378
19 C -1.95907 -1.59811 1.25135
20 C -1.51568 -2.24214 0.05532
21 H -2.94910 -1.20202 1.47459
22 C -0.14427 -2.60741 0.21357
23 C 0.27676 -2.20002 1.53032
24 H 1.23948 -2.38763 2.00434
25 H -0.90230 -1.16772 3.17776
26 H -2.16173 -2.49972 -0.78836
27 H 0.44872 -3.18273 -0.49259
28 C -1.00519 2.40633 1.56460
29 C 0.21076 1.42636 1.37684
30 C 0.53485 1.42785 -0.05029
31 H 1.03630 1.50755 2.08595
32 C -0.33304 2.40797 -0.71794
33 C -1.30961 2.81805 0.12978
34 H -2.22365 3.37798 -0.12510
35 H -0.66977 3.23807 2.21909
36 H 1.59363 1.48169 -0.21185
37 H -0.00702 2.81421 -1.68477
38 O 1.00496 -1.99194 -2.52950
39 C 2.00674 -3.04953 -2.38655
40 C 2.97099 -3.03549 -3.64414
41 H 1.54617 -4.07083 -2.35081
42 H 2.53294 -2.85269 -1.42766
43 C 2.17186 -2.28195 -4.73156
44 H 3.32699 -4.03899 -3.94284
45 H 3.88167 -2.45796 -3.41138
46 C 1.03199 -1.55807 -3.96359
47 H 1.74038 -3.02083 -5.42837
48 H 2.75546 -1.55740 -5.33803
49 H 0.06215 -1.76809 -4.46667
50 H 1.25449 -0.47837 -4.01942
51 C -4.79172 2.69330 5.09864
52 Si -4.91350 1.66815 3.51521
53 C -5.40382 -0.11998 3.91443
54 C -6.39828 2.48677 2.64717
55 C -3.28677 1.56927 2.64905
56 C -2.18109 1.81673 2.14082
57 H -5.78997 3.06675 5.37390
58 H -4.13210 3.55806 4.93235
59 H -4.39456 2.09347 5.92878
60 H -5.82036 -0.16848 4.93629
61 H -6.16872 -0.47692 3.19967
62 H -4.50770 -0.76257 3.85239
63 H -6.06882 3.16215 1.84471
64 H -7.08797 1.74044 2.22503
65 H -6.95772 3.08316 3.38869